(1)
Entry from the OMol25 dataset: a molecular structure, C34H39MoN9O4PSe (ωB97M-V with the def2-TZVPD basis set).

**Net charge**: +1
**Relative energy (zero: lowest compared OMol25 entry of this formula, charge and spin)**: 17.87 kcal/mol
**Energy**: -133979.1489 eV
**Orbital gap (alpha / beta)**: 4.590 / 4.607 eV
**LUMO energy (alpha / beta)**: -4.98 / -4.96 eV

Last column: Mulliken charge in e.
Cartesian coordinates (Å):
Mo (-0.065, 1.687, 0.228)  0.7062
O (6.903, 2.040, -0.026)  -0.6740
C (6.336, 1.932, 1.040)  0.3775
O (6.614, 1.758, 2.203)  -0.6551
C (4.710, 2.018, 0.831)  0.1825
C (4.203, 1.886, -0.455)  -1.1838
C (2.832, 1.849, -0.619)  -0.7895
N (1.988, 1.973, 0.409)  0.9561
C (2.487, 2.196, 1.635)  0.6616
C (3.848, 2.198, 1.902)  -0.7359
C (1.385, 2.418, 2.670)  0.3062
O (1.618, 2.624, 3.834)  -0.6423
O (0.213, 2.366, 2.121)  -0.4977
H (4.883, 1.810, -1.290)  0.5662
H (2.371, 1.738, -1.598)  0.7750
H (4.217, 2.318, 2.910)  0.6559
Se (-5.156, 7.427, -0.252)  0.3789
N (-5.277, 5.680, -0.205)  -0.8412
C (-4.070, 5.159, -0.110)  0.9092
C (-3.792, 3.753, -0.034)  0.0725
C (-4.772, 2.766, -0.080)  -0.9633
C (-4.357, 1.442, -0.004)  -0.9351
C (-3.017, 1.142, 0.130)  0.6677
N (-2.041, 2.066, 0.169)  0.1115
C (-2.439, 3.368, 0.082)  -0.3277
C (-1.383, 4.313, -0.009)  0.2825
N (-0.133, 3.779, -0.111)  0.0008
C (0.868, 4.646, -0.323)  0.0289
C (0.701, 6.018, -0.372)  -1.2314
C (-0.563, 6.572, -0.226)  -0.2894
C (-1.638, 5.700, -0.085)  0.2289
C (-3.010, 6.119, -0.086)  0.7672
N (-3.410, 7.375, -0.149)  -0.8677
H (-5.810, 3.036, -0.182)  0.5810
H (-5.079, 0.641, -0.034)  0.4802
H (-2.675, 0.120, 0.207)  0.0599
H (1.855, 4.223, -0.469)  0.4787
H (1.562, 6.646, -0.533)  0.4653
H (-0.734, 7.635, -0.253)  0.5979
N (0.016, 0.010, -0.380)  -0.5326
P (0.067, -1.590, -0.289)  -1.3448
N (0.845, -2.206, -1.611)  0.6360
C (1.455, -1.300, -2.584)  -0.1699
C (2.426, -2.054, -3.482)  -1.0987
C (1.686, -3.142, -4.263)  -0.7068
C (0.713, -3.919, -3.358)  -0.6195
C (0.966, -3.629, -1.881)  -0.5346
N (-1.431, -2.330, -0.255)  0.8213
C (-2.178, -2.316, 1.010)  -0.6282
C (-3.664, -2.550, 0.763)  -0.4959
C (-3.826, -3.756, -0.156)  -0.8320
C (-3.170, -3.484, -1.521)  -0.7211
C (-2.249, -2.264, -1.458)  -0.6136
N (0.743, -2.047, 1.157)  1.0509
C (1.404, -1.092, 2.044)  0.3726
C (2.546, -1.761, 2.800)  -1.1907
C (2.008, -2.875, 3.701)  -0.6486
C (0.830, -3.595, 3.032)  -0.8911
C (0.909, -3.453, 1.515)  -0.7428
H (1.978, -0.505, -2.043)  0.1782
H (0.675, -0.841, -3.206)  0.2641
H (3.218, -2.498, -2.879)  0.3592
H (2.890, -1.349, -4.173)  0.4329
H (2.420, -3.819, -4.700)  0.2887
H (1.125, -2.681, -5.078)  0.3519
H (0.815, -4.991, -3.527)  0.4815
H (-0.317, -3.652, -3.603)  0.1473
H (1.963, -3.988, -1.605)  0.4419
H (0.231, -4.151, -1.268)  0.3038
H (-2.002, -1.377, 1.553)  0.4484
H (-1.805, -3.132, 1.636)  0.2088
H (-4.138, -1.679, 0.309)  -0.0773
H (-4.152, -2.730, 1.721)  0.4799
H (-4.882, -3.984, -0.284)  0.4323
H (-3.352, -4.617, 0.315)  0.3089
H (-3.927, -3.306, -2.285)  0.4819
H (-2.589, -4.352, -1.830)  0.2019
H (-2.841, -1.339, -1.491)  0.2349
H (-1.577, -2.245, -2.321)  0.3242
H (0.678, -0.678, 2.763)  0.1664
H (1.796, -0.271, 1.431)  -0.3643
H (3.076, -1.022, 3.400)  0.4029
H (3.255, -2.167, 2.076)  0.3381
H (1.672, -2.452, 4.647)  0.3741
H (2.816, -3.577, 3.909)  0.3207
H (-0.113, -3.164, 3.375)  0.1926
H (0.827, -4.650, 3.308)  0.5013
H (0.120, -4.032, 1.032)  0.5966
H (1.873, -3.838, 1.166)  0.4039

***

(2)
Entry from the OMol25 dataset: a molecular structure, C34H40BrF4N5O3Rb (ωB97M-V with the def2-TZVPD basis set).

**Net charge**: -1
**Relative energy (zero: lowest compared OMol25 entry of this formula, charge and spin)**: 59.05 kcal/mol
**Energy**: -131066.6777 eV
**Orbital gap**: 6.064 eV
**LUMO energy**: 1.97 eV

Last column: Mulliken charge in e.
Cartesian coordinates (Å):
Rb (0.323, 1.866, -0.488)  0.7520
C (4.133, 0.243, -1.831)  -1.3536
C (3.163, 1.001, -2.805)  -0.5393
N (2.650, 2.341, -2.390)  0.7346
C (3.811, 3.317, -2.261)  -0.4159
C (3.501, 4.424, -1.331)  -0.7930
C (1.635, 2.722, -3.429)  -1.2047
C (0.905, 4.017, -3.415)  -0.7683
N (0.386, 4.219, -2.111)  0.0518
C (-0.414, 5.314, -1.850)  0.0328
C (-0.675, 5.639, -0.491)  0.0394
F (-0.146, 4.832, 0.501)  -0.3117
C (-1.407, 6.773, -0.089)  0.0741
F (-1.719, 6.990, 1.198)  -0.3182
C (-1.851, 7.717, -1.055)  -0.7440
C (-1.627, 7.375, -2.391)  0.3054
F (-1.997, 8.123, -3.453)  -0.3165
C (-1.043, 6.203, -2.748)  0.3994
F (-0.834, 6.031, -4.059)  -0.3220
H (4.362, -0.720, -2.209)  0.4243
H (3.670, 0.101, -0.850)  0.2096
H (5.042, 0.799, -1.655)  0.5090
H (2.338, 0.306, -2.934)  0.4869
H (3.763, 1.017, -3.745)  0.1762
H (4.074, 3.606, -3.305)  0.3563
H (4.657, 2.711, -1.848)  0.1229
H (2.442, 4.399, -1.045)  -0.0683
H (3.814, 5.439, -1.716)  0.2377
H (4.178, 4.303, -0.438)  0.3547
H (0.918, 1.883, -3.460)  0.3564
H (2.151, 2.467, -4.406)  0.3611
H (0.205, 3.915, -4.232)  0.4298
H (1.592, 4.862, -3.632)  0.3349
H (-2.430, 8.575, -0.772)  0.4451
O (-1.886, -2.941, -1.449)  -0.7887
C (-1.035, -3.882, -1.778)  0.0344
C (-1.335, -5.195, -1.921)  -0.5240
C (-0.488, -6.190, -2.352)  -0.4903
C (0.845, -5.880, -2.611)  -0.5456
C (1.257, -4.632, -2.327)  -0.6229
C (0.374, -3.609, -1.950)  0.3240
C (0.847, -2.288, -1.499)  0.2296
O (-0.106, -1.278, -1.905)  -0.5582
N (0.810, -2.354, -0.032)  0.3651
N (1.580, -1.506, 0.607)  -0.3512
C (1.226, -1.255, 1.792)  -0.5857
C (2.004, -0.353, 2.692)  0.2225
Br (2.835, 1.059, 1.944)  -0.0954
C (1.802, -0.515, 4.037)  -1.0656
C (1.179, -1.693, 4.661)  0.4347
C (1.713, -2.965, 4.281)  -0.2337
C (1.105, -4.138, 4.686)  -0.6189
C (-0.035, -4.093, 5.512)  -0.4065
C (-0.532, -2.867, 5.870)  -0.4162
C (0.110, -1.674, 5.592)  -0.2703
H (-1.016, -1.578, -1.714)  0.3897
H (-2.304, -5.477, -1.555)  0.3381
H (-0.873, -7.226, -2.344)  0.3046
H (1.472, -6.700, -2.946)  0.3535
H (2.285, -4.300, -2.529)  0.2756
H (1.840, -2.050, -1.818)  0.1318
H (-0.141, -2.497, 0.246)  0.2724
H (0.395, -1.812, 2.185)  0.5576
H (2.285, 0.367, 4.578)  0.2181
H (2.623, -2.929, 3.779)  0.6209
H (1.558, -5.096, 4.443)  0.3882
H (-0.525, -5.039, 5.876)  0.3292
H (-1.379, -2.802, 6.544)  0.4055
H (-0.274, -0.689, 5.965)  0.3153
O (-1.386, 0.512, 1.210)  -0.5678
C (-2.364, -0.129, 1.564)  0.2107
C (-3.718, 0.131, 0.968)  -1.0057
C (-4.076, -0.984, -0.009)  0.3285
C (-4.713, -2.202, 0.673)  -0.9245
C (-3.755, -2.943, 1.624)  -0.4336
C (-3.355, -2.038, 2.799)  -0.7872
N (-2.206, -1.233, 2.421)  0.3777
H (-3.579, 1.054, 0.430)  0.3605
H (-4.469, 0.280, 1.753)  0.3507
H (-3.132, -1.403, -0.541)  -0.2100
H (-4.831, -0.616, -0.796)  0.3356
H (-5.103, -2.803, -0.138)  0.4739
H (-5.550, -1.861, 1.318)  0.3429
H (-2.863, -3.199, 1.051)  0.0640
H (-4.148, -3.893, 2.037)  0.3688
H (-3.028, -2.680, 3.640)  0.3191
H (-4.158, -1.387, 3.213)  0.3909
H (-1.356, -1.335, 2.967)  0.0288

***

Which of these has the lowest relative energy (zero: lowest compared OMol25 entry of this formula, charge and spin)? C34H39MoN9O4PSe